Record 1
Below is a gas-phase ion, C3H3OS (charge +1) at a distorted geometry, with properties calculated with ωB97M-V/def2-TZVPD.

Geometry as ORCA input:
```
! wB97M-V def2-TZVPD RIJCOSX def2/J DEFGRID3
* xyz 1 1
C 0.001 0.124 -0.123
C 1.135 0.859 -0.305
C -1.262 -0.122 -0.212
O -0.271 2.235 -1.693
S 1.139 2.231 -1.365
H -2.158 -0.572 0.422
H 2.099 0.609 0.102
H -1.280 -0.972 -0.896
*
```

Properties
E_HOMO (alpha / beta)   -16.018 / -16.018 eV
Total energy   -589.0765 Eh
ΔE to the lowest compared entry with this formula, charge and spin   373.00 kJ/mol

Record 2
Below is a gas-phase ion, C3H3OS (charge +1) at a distorted geometry, with properties calculated with ωB97M-V/def2-TZVPD.

Geometry as ORCA input:
```
! wB97M-V def2-TZVPD RIJCOSX def2/J DEFGRID3
* xyz 1 1
C -0.097 0.407 0.588
C -0.626 -0.859 0.431
C 0.691 0.825 -0.471
O 0.585 -0.288 -1.473
S -0.172 -1.516 -0.979
H -0.431 0.941 1.513
H -1.086 -1.270 1.379
H 1.136 1.760 -0.987
*
```

Properties
E_HOMO   -16.229 eV
Total energy   -589.1886 Eh
ΔE to the lowest compared entry with this formula, charge and spin   78.71 kJ/mol

Record 3
Below is 2 unconnected molecules or ions with the total composition C3H3P at a distorted geometry, with properties calculated with ωB97M-V/def2-TZVPD.

Geometry as ORCA input:
```
! wB97M-V def2-TZVPD RIJCOSX def2/J DEFGRID3
* xyz 0 1
C 2.001 0.986 -0.010
C 0.937 0.409 0.204
C -0.334 -0.114 0.133
P -1.721 -0.017 1.041
H 2.983 1.332 -0.096
H -1.163 -2.008 -1.446
H -2.702 -0.588 0.173
*
```

Properties
E_HOMO (alpha / beta)   -9.149 / -8.553 eV
Total energy   -457.1861 Eh
ΔE to the lowest compared entry with this formula, charge and spin   416.99 kJ/mol

Record 4
Below is C3H3P3 in the gas phase at a distorted geometry, with properties calculated with ωB97M-V/def2-TZVPD.

Geometry as ORCA input:
```
! wB97M-V def2-TZVPD RIJCOSX def2/J DEFGRID3
* xyz 0 1
H 1.532 -2.059 0.161
P 0.256 -1.786 -0.170
C 0.553 -0.179 0.339
P -0.487 1.218 -0.087
C -2.135 1.124 -0.296
C -3.250 0.378 0.093
P -4.551 -0.471 0.062
H 1.562 -0.066 0.769
H -2.412 2.098 -0.621
*
```

Properties
E_HOMO (alpha / beta)   -8.359 / -8.359 eV
SMILES string   [H]/P=C/P=C\C#P
Total energy   -1140.0095 Eh
ΔE to the lowest compared entry with this formula, charge and spin   210.46 kJ/mol

Record 5
Below is 16 unconnected molecules or ions with the total composition C3H41N2O15S at a distorted geometry, with properties calculated with ωB97M-V/def2-TZVPD.

Geometry as ORCA input:
```
! wB97M-V def2-TZVPD RIJCOSX def2/J DEFGRID3
* xyz 2 2
N 1.263 0.135 -2.610
C 0.827 -0.968 -1.629
C 1.634 -2.244 -1.863
S 1.581 -3.057 -3.510
C 1.189 -0.569 -0.176
N 0.293 0.501 0.249
H 2.202 0.097 -3.005
H 0.582 0.243 -3.409
H 1.186 0.990 -2.052
H -0.205 -1.078 -1.902
H 2.675 -2.107 -1.528
H 1.134 -3.024 -1.263
H 1.725 -4.316 -3.057
H 2.267 -0.329 -0.217
H 0.884 -1.495 0.341
H 0.840 1.185 0.792
H -0.356 0.163 0.944
H -4.291 0.183 -2.799
H -4.427 -0.967 -1.906
O -3.777 -0.585 -2.514
H -3.029 -1.227 1.443
H -2.624 -0.160 0.471
O -2.828 -1.097 0.487
H 0.944 0.383 3.019
H 1.094 1.348 4.239
O 1.490 1.103 3.399
H 1.928 3.243 -1.495
H 2.689 4.073 -2.581
O 1.929 3.493 -2.419
H 0.486 4.917 0.338
H 1.292 3.977 1.204
O 1.402 4.707 0.567
H 2.932 2.277 1.914
H 3.005 3.380 0.633
O 2.829 2.467 0.973
H 1.232 -2.354 3.034
H 1.423 -2.240 4.528
O 0.972 -1.788 3.793
H -3.289 2.076 -2.059
H -3.276 3.026 -3.306
O -3.353 2.106 -3.020
H -1.703 -2.404 0.126
H -1.367 -3.809 -0.547
O -1.002 -2.976 -0.239
H -1.660 -0.446 -2.827
H -1.913 1.077 -2.970
O -1.291 0.343 -3.234
H -0.696 2.482 -0.339
H -2.049 3.328 -0.234
O -1.090 3.351 -0.221
H 0.072 -3.381 1.053
H 0.658 -4.541 2.023
O 0.713 -3.615 1.766
H -1.667 -1.313 5.254
H -0.810 -2.067 4.203
O -1.690 -1.655 4.351
H -3.278 -0.986 3.581
H -4.288 -1.993 3.000
O -3.951 -1.102 2.886
H 3.691 1.661 -0.331
H 4.769 0.592 -0.405
O 4.077 0.986 -0.945
*
```

Properties
Expectation value of S²   0.7532
E_HOMO (alpha / beta)   -15.781 / -15.781 eV
Total energy   -1774.5593 Eh

Record 6
Below is a molecular structure, C3H41O18Y at a distorted geometry, with properties calculated with ωB97M-V/def2-TZVPD.

Geometry as ORCA input:
```
! wB97M-V def2-TZVPD RIJCOSX def2/J DEFGRID3
* xyz 2 1
Y 0.352 4.653 3.646
C 1.039 -0.718 0.199
C -0.063 0.248 0.698
C -1.479 -0.452 0.771
O 0.325 1.007 1.843
H 1.126 -1.497 0.956
H 2.040 -0.305 0.073
H 0.738 -1.212 -0.725
H -0.188 1.035 -0.046
H -1.811 -0.333 -0.261
H -2.109 0.219 1.355
H -1.585 -1.435 1.230
O -3.592 -3.873 -3.274
H -3.906 -3.058 -2.883
H -3.349 -3.633 -4.168
O -0.366 5.849 0.356
H -0.492 5.546 -0.543
H -0.446 6.802 0.302
O 4.299 0.586 2.857
H 4.590 -0.060 2.214
H 3.440 0.869 2.542
O -5.308 -0.251 -2.966
H -5.077 0.394 -3.635
H -6.167 -0.576 -3.232
O -1.078 4.330 -3.220
H -0.448 3.611 -3.267
H -1.291 4.523 -4.133
O 1.670 -6.832 1.786
H 1.554 -7.683 1.361
H 1.113 -6.236 1.285
O 2.952 3.314 5.444
H 3.555 3.665 6.099
H 3.372 2.511 5.136
O 1.919 -5.127 -3.055
H 0.988 -5.180 -2.840
H 2.256 -6.005 -2.881
O -5.267 -3.666 3.753
H -5.413 -3.336 2.866
H -5.153 -4.610 3.642
O -1.266 2.806 5.920
H -1.412 3.029 6.840
H -1.911 2.125 5.732
O -3.174 3.934 2.602
H -4.051 4.020 2.974
H -3.318 3.566 1.730
O 5.362 0.130 -3.451
H 5.628 -0.781 -3.580
H 5.943 0.633 -4.022
O 5.466 -3.608 -2.476
H 4.588 -3.677 -2.101
H 5.702 -4.508 -2.702
O 2.356 2.403 -3.969
H 2.744 2.931 -4.668
H 3.077 1.858 -3.653
O -4.110 3.004 -1.278
H -4.278 2.166 -1.707
H -3.523 3.467 -1.876
O 1.422 -1.112 -5.196
H 1.629 -0.198 -5.004
H 1.826 -1.605 -4.482
O -0.228 -1.397 5.269
H -1.183 -1.467 5.269
H -0.030 -0.803 4.545
*
```

Properties
E_HOMO   -13.927 eV
Total energy   -1530.6223 Eh
ΔE to the lowest compared entry with this formula, charge and spin   1331.48 kJ/mol

Record 7
Below is a molecular structure, C3H48AlO26 at a distorted geometry, with properties calculated with ωB97M-V/def2-TZVPD.

Geometry as ORCA input:
```
! wB97M-V def2-TZVPD RIJCOSX def2/J DEFGRID3
* xyz -1 1
Al -0.550 0.052 -0.253
O 0.777 -2.500 0.029
H 1.610 -2.862 0.389
O -1.822 2.072 -1.785
H -2.151 2.956 -2.038
O -2.643 -1.723 -1.364
H -2.845 -2.679 -1.345
O 1.998 1.412 -1.115
H 2.946 1.485 -0.889
O -0.693 -3.556 -1.902
H -1.445 -2.966 -1.847
H -0.161 -3.339 -1.136
O -0.336 -4.482 1.574
H -0.008 -3.790 0.999
H 0.441 -4.798 2.036
O 0.347 0.144 2.552
H 0.087 0.557 3.376
H 0.601 -0.745 2.799
O -4.407 2.289 -1.054
H -4.731 1.390 -1.116
H -3.462 2.214 -1.191
O 2.845 3.255 0.392
H 2.606 2.578 -0.241
H 3.108 2.770 1.174
O -0.175 -0.546 -3.087
H 0.462 -0.124 -3.663
H -0.893 -0.800 -3.667
O -1.680 -1.921 1.909
H -1.106 -2.680 1.804
H -1.737 -1.793 2.856
O -3.890 -3.329 0.371
H -3.609 -3.101 1.258
H -3.420 -2.716 -0.194
O 1.546 -3.199 -3.592
H 0.930 -3.146 -2.862
H 2.407 -3.250 -3.176
O -3.032 1.381 -4.097
H -2.554 1.526 -3.281
H -3.577 2.161 -4.199
O 1.443 -2.397 3.372
H 1.337 -2.816 4.226
H 1.588 -3.123 2.765
O -2.083 4.379 -0.106
H -1.881 3.638 -0.677
H -2.337 5.082 -0.704
O 3.353 -2.889 -1.569
H 4.038 -3.004 -0.910
H 2.667 -2.396 -1.119
O 2.440 0.384 -3.480
H 3.251 0.776 -3.803
H 2.255 0.852 -2.665
O -2.574 -1.331 -4.013
H -2.917 -0.438 -4.042
H -2.839 -1.663 -3.156
O 0.738 3.538 -2.060
H -0.056 3.002 -2.056
H 1.399 2.990 -1.637
O -5.033 -0.311 -1.483
H -5.748 -0.946 -1.456
H -4.239 -0.845 -1.513
O -0.120 2.860 0.849
H -0.673 3.629 0.984
H 0.702 3.212 0.507
O -2.910 1.113 1.376
H -3.470 0.580 1.940
H -3.437 1.886 1.175
C 3.408 3.006 5.456
O 3.685 1.717 4.968
C 3.784 1.465 3.651
O 3.632 2.237 2.736
O 3.911 0.171 3.434
C 3.793 -0.504 2.232
H 4.039 3.812 5.082
H 3.451 3.059 6.544
H 2.417 3.205 5.050
H 3.936 -1.572 2.401
H 4.473 -0.157 1.454
H 2.791 -0.397 1.819
*
```

Properties
E_HOMO   -6.833 eV
Total energy   -2341.5929 Eh

Record 8
Below is a molecular structure, C3H4AgBF10N3O4S3, with properties calculated with ωB97M-V/def2-TZVPD.

Geometry as ORCA input:
```
! wB97M-V def2-TZVPD RIJCOSX def2/J DEFGRID3
* xyz -1 1
Ag -1.598 -0.385 -0.686
F 2.641 -3.246 -0.273
C 2.716 -1.963 0.094
F 3.610 -1.357 -0.695
F 3.161 -1.908 1.348
S 1.051 -1.176 -0.083
O 0.827 -1.204 -1.503
O 0.171 -1.940 0.751
N 1.385 0.264 0.452
S 0.519 1.102 1.464
O 1.272 2.286 1.763
O -0.856 1.273 1.063
C 0.428 0.163 3.074
F 1.526 -0.576 3.251
F -0.636 -0.620 3.131
F 0.355 1.051 4.070
F -3.830 -0.739 0.302
B -4.141 -1.832 -0.562
F -3.466 -1.546 -1.788
F -5.498 -1.914 -0.768
F -3.619 -2.993 -0.028
N 1.274 1.523 -2.445
C 0.129 2.095 -2.029
N 0.239 3.147 -1.200
S -1.369 1.563 -2.584
H 2.096 1.633 -1.869
H 1.159 0.609 -2.854
H 1.073 3.261 -0.641
H -0.619 3.428 -0.756
*
```

Properties
E_HOMO   -6.336 eV
Total energy   -2947.3728 Eh
ΔE to the lowest compared entry with this formula, charge and spin   53.60 kJ/mol

Record 9
Below is a molecular structure, C3H4AgO3 at a distorted geometry, with properties calculated with ωB97M-V/def2-TZVPD.

Geometry as ORCA input:
```
! wB97M-V def2-TZVPD RIJCOSX def2/J DEFGRID3
* xyz 2 2
H 1.400 -0.518 1.803
O -0.990 -0.249 0.625
Ag -2.859 -0.295 -0.173
C 0.105 -0.894 0.776
C 1.367 -0.127 0.634
H 0.109 -1.918 0.369
H 2.076 -0.655 -0.019
H 1.336 0.939 0.898
O -1.992 0.968 -1.566
C -0.852 1.294 -1.585
O 0.299 1.454 -1.761
*
```

Properties
Expectation value of S²   0.7571
E_HOMO (alpha / beta)   -21.654 / -21.136 eV
Total energy   -488.5253 Eh
ΔE to the lowest compared entry with this formula, charge and spin   139.85 kJ/mol

Record 10
Below is a molecular structure, C3H4AsBrN2ReS4 at a distorted geometry, with properties calculated with ωB97M-V/def2-TZVPD.

Geometry as ORCA input:
```
! wB97M-V def2-TZVPD RIJCOSX def2/J DEFGRID3
* xyz 3 1
Re 1.061 -1.004 0.457
S 4.570 3.171 1.186
As 4.180 1.363 0.177
S 2.627 -2.119 -0.308
S 1.762 1.018 0.984
S 3.930 3.231 -0.886
N -1.869 -0.546 0.751
C -2.893 -0.124 -0.031
C -2.546 -0.308 -1.333
C -1.272 -0.818 -1.354
N -0.856 -0.910 -0.106
H -1.703 -0.612 1.754
H -3.782 0.368 0.367
H -3.140 0.123 -2.181
H -0.542 -1.022 -2.119
Br 0.474 -1.810 2.642
*
```

Properties
E_HOMO (alpha / beta)   -19.205 / -19.193 eV
Total energy   -6705.8365 Eh